<one>
Computed, not measured: a cluster of 2 separate species, CH5N3O2S in total, with ωB97M-V with the def2-TZVPD basis set.

Geometry as XYZ:
```
12
CH5N3O2S ωB97M-V with the def2-TZVPD basis set
N -1.42079 -1.02140 0.35796
N -1.12838 0.24587 -0.25076
O 0.01185 -0.21824 -1.08394
S -0.99593 1.70450 0.50956
H -0.72674 -1.32097 0.92124
H -2.30880 -1.02716 0.83069
H -0.43610 -1.07475 -1.44363
H -2.19363 2.17927 0.03030
N 2.72278 0.65414 -0.25334
C 2.11326 -0.10422 0.43201
O 1.56974 -0.80496 1.19472
H 2.79274 0.78790 -1.24481
```

Values from the calculation:
Kohn-Sham gap, eV: 9.33
Highest occupied orbital energy, eV: -8.726
Lowest unoccupied orbital energy, eV: 0.607
SMILES: NN(O)S.N=C=O

Atomic partial charges in e from the natural (NBO) method, atoms 1 to 4: -0.6767 -0.2377 -0.6091 0.2114



<two>
Computed, not measured: a cluster of 2 separate species, CH5N3O2S in total, with ωB97M-V with the def2-TZVPD basis set.

Geometry as XYZ:
```
12
CH5N3O2S ωB97M-V with the def2-TZVPD basis set
C -0.99982 0.13004 -0.13872
N -1.99170 0.01971 -0.93751
N -0.06376 1.18440 -0.29658
N -0.76776 -0.63061 1.00816
O 1.64014 -1.30970 -0.71409
O 2.96271 0.39247 0.50697
S 2.40121 -0.15088 -0.70491
H -0.42525 2.05024 -0.64506
H -2.42807 -0.87850 -0.89670
H 0.46058 1.24254 0.60909
H -1.04615 -1.60491 0.98018
H 0.25786 -0.44479 1.22917
```

Values from the calculation:
Kohn-Sham gap, eV: 8.62
Highest occupied orbital energy, eV: -9.355
Lowest unoccupied orbital energy, eV: -0.730

Atomic partial charges in e from the natural (NBO) method, atoms 1 to 4: 0.5721 -0.7566 -0.8533 -0.8243



Sorted by energy, starting with the most stable: <two>, <one>.